Record 1
25
Properties=species:S:1:pos:R:3 method="wB97M-V/def2-TZVPD" orbital_gap_ev=11.1 charge=+1 e_homo_ev=-14.020 molar_mass_g_mol=125.192 de_lowest_kcal_mol=43.5
C 0.3505 0.1601 -1.4497
C 1.0233 1.2143 -0.6134
C 1.2215 0.9634 0.8349
C 0.2471 1.6507 1.8187
N -1.1553 1.3486 1.5097
N -0.9382 -0.3058 -0.7936
H 0.1051 0.5138 -2.4936
H 0.9748 -0.7198 -1.6905
H 0.3611 2.1493 -0.7004
H 1.9898 1.3430 -1.1782
H 1.1381 -0.1075 1.0788
H 2.1773 1.3696 1.2151
H 0.4995 2.6889 2.0570
H 0.3885 1.3594 2.8443
H -1.6827 2.1514 1.0965
H -1.6701 1.5247 2.3696
H -1.2238 0.3592 0.0040
H -0.6635 -1.2045 -0.3725
H -1.6312 -0.3605 -1.5180
H -2.6426 -2.2445 -2.1712
H -1.8412 -3.2183 -1.0861
O -1.9530 -2.3700 -1.5141
H 2.3944 -2.4242 0.3962
H 1.0853 -3.3277 0.0066
O 1.4452 -2.5137 0.3499



Record 2
25
Properties=species:S:1:pos:R:3 method="wB97M-V/def2-TZVPD" orbital_gap_ev=10.7 charge=+1 e_homo_ev=-13.361 molar_mass_g_mol=125.192 de_lowest_kcal_mol=67.4
N -0.4690 2.4239 0.4480
C 0.7272 1.9326 1.0973
C 0.4236 0.4210 1.7211
N -0.1247 -0.4200 0.5921
C 0.7688 -0.9142 -0.5257
C -0.0602 -1.5322 -1.6750
H -0.9374 0.0270 0.0747
H -0.4275 2.6650 -0.4205
H -1.0281 3.1012 0.8038
H 1.4053 1.6237 0.2100
H 1.2227 2.4903 1.8810
H -0.4313 0.3904 2.5371
H 1.3058 -0.0554 2.3323
H -0.7501 -1.1710 1.1595
H 1.4839 -1.6506 -0.1271
H 1.3802 -0.0388 -0.8763
H -0.2780 -2.6461 -1.4810
H -0.9703 -0.7856 -1.7604
H 0.4052 -1.3844 -2.6078
H -0.4386 1.5578 -1.9604
H 0.7062 2.3570 -2.5870
O 0.4586 1.5419 -2.1143
H -1.3921 -3.7522 1.5738
H -1.4879 -3.5624 0.0687
O -1.3046 -3.1215 0.8884



Record 3
28
Properties=species:S:1:pos:R:3 method="wB97M-V/def2-TZVPD" orbital_gap_ev=10.0 smiles="CNCCNC(N)=O.O.O.O" e_homo_ev=-9.457 molar_mass_g_mol=171.197 de_lowest_kcal_mol=29.4
C 0.8216 1.5124 -0.6135
N 1.6229 0.3060 -0.9613
C 0.9901 -0.6472 -1.7426
N 0.3472 -0.1906 -2.8557
O 1.0211 -1.8312 -1.4258
C -0.6454 1.1761 -0.3653
N -0.7378 0.8456 1.0645
C -1.0395 1.9577 1.9788
H 0.8053 2.2528 -1.4221
H 1.2336 2.0020 0.2495
H 1.9589 -0.0700 -0.0821
H -0.2766 -0.8400 -3.2901
H 0.7833 0.5981 -3.3004
H -1.4075 1.9347 -0.6091
H -1.0474 0.3836 -0.9893
H -1.3845 0.0842 1.2258
H -1.1513 2.8763 1.3938
H -2.0645 1.9606 2.3763
H -0.3257 1.9264 2.7939
H 1.5306 0.9406 1.7670
H 1.9539 0.3478 2.9363
O 2.3783 0.6278 2.1095
H 0.0066 -2.5683 0.1528
H 1.0399 -3.6410 0.3874
O 0.1463 -3.3877 0.6375
H -1.4158 -3.0340 -0.5048
H -2.8106 -2.5555 -0.0933
O -2.3332 -2.9669 -0.8178



Record 4
28
Properties=species:S:1:pos:R:3 method="wB97M-V/def2-TZVPD" orbital_gap_ev=9.5 smiles=CNN(NC)NN(NC)NC e_homo_ev=-8.396 molar_mass_g_mol=163.229 de_lowest_kcal_mol=0.0
C -0.5124 1.2690 2.3860
C 2.4735 -1.1543 1.5570
C -3.0137 0.1997 -1.0967
C 0.3093 -1.1321 -2.8327
N 0.7834 1.2477 1.7377
N 2.1834 -0.1660 0.5376
N -1.7968 0.2562 -0.3100
N -0.3765 -1.1126 -1.5559
N 0.4618 0.8248 -0.6046
N 0.8744 0.3341 0.6743
N -0.6589 0.2079 -1.1497
H -0.7131 0.2683 2.7652
H -0.4561 1.9623 3.2234
H -1.3306 1.5645 1.7183
H 1.7503 -1.9633 1.4615
H 3.4725 -1.5460 1.3767
H 2.4180 -0.7526 2.5758
H -3.0164 1.0516 -1.7745
H -3.0985 -0.7204 -1.6851
H -3.8627 0.2755 -0.4193
H -0.3244 -0.6320 -3.5632
H 1.2819 -0.6294 -2.8019
H 0.4488 -2.1704 -3.1278
H 1.0621 2.1918 1.4499
H 2.8769 0.5863 0.5682
H -1.7806 -0.5175 0.3599
H 0.1969 -1.5795 -0.8478
H 0.3473 1.8365 -0.6224



Record 5
25
Properties=species:S:1:pos:R:3 method="wB97M-V/def2-TZVPD" orbital_gap_ev=9.9 smiles=CCCNC.O.O.O e_homo_ev=-9.296 molar_mass_g_mol=127.184 de_lowest_kcal_mol=19.3
C -2.3710 0.0446 0.8535
C -1.6672 0.7361 2.0034
C -0.1706 0.3416 2.1105
N 0.5345 0.2994 0.8161
C 1.7735 -0.4863 0.8916
H -2.0761 -0.9939 0.7010
H -3.4516 0.0648 0.9429
H -2.2245 0.5178 -0.1594
H -1.6964 1.8317 1.9188
H -2.0543 0.5328 2.9957
H 0.3227 1.1250 2.6951
H -0.1596 -0.7372 2.4219
H -0.0459 -0.1705 0.1074
H 2.3304 -0.2022 1.7941
H 1.5708 -1.5501 0.8901
H 2.3605 -0.1909 0.0234
H -0.1571 2.5465 -1.9070
H 0.6111 1.9261 -0.7197
O 0.7148 2.4888 -1.5047
H 2.8305 0.5568 -2.9646
H 1.5249 1.3423 -2.7377
O 1.9215 0.6255 -3.2651
H -0.0902 -3.8244 -3.3571
H 0.1530 -3.4966 -1.9148
O -0.4836 -3.3276 -2.6353



Record 6
25
Properties=species:S:1:pos:R:3 method="wB97M-V/def2-TZVPD" orbital_gap_ev=9.4 smiles=CCNCC.O.O.O e_homo_ev=-9.105 molar_mass_g_mol=127.184 de_lowest_kcal_mol=23.3
C 0.3776 -1.0267 1.4368
N 1.0000 -0.6332 0.1381
C 0.3100 0.4516 -0.4979
C 0.9431 0.9525 -1.7995
C 1.1249 -0.3931 2.6010
H -0.6431 -0.6794 1.3366
H 0.5413 -2.0948 1.5786
H 1.9888 -0.4137 0.2446
H -0.6623 0.0297 -0.7798
H 0.0195 1.3551 0.0633
H 0.9413 0.2221 -2.6017
H 0.3646 1.8192 -2.1318
H 1.9545 1.3450 -1.6645
H 2.1283 -0.7925 2.7594
H 0.6281 -0.4737 3.5738
H 1.2418 0.6956 2.5148
H -1.0947 2.1419 2.0853
H -2.5817 2.1559 1.9532
O -1.8004 1.6358 1.7167
H 0.7408 -2.0947 -1.5511
H -0.3288 -1.6395 -2.4373
O 0.4761 -2.1645 -2.4787
H -2.3433 -0.8499 -2.2030
H -2.4724 0.4931 -1.5663
O -2.8540 -0.0418 -2.2909



Record 7
25
Properties=species:S:1:pos:R:3 method="wB97M-V/def2-TZVPD" orbital_gap_ev=9.1 smiles=CCN(C)C.O.O.O e_homo_ev=-8.512 molar_mass_g_mol=127.184 de_lowest_kcal_mol=39.7
C -2.0558 1.2889 -1.2605
C -1.7833 0.3116 -0.1291
N -0.4032 -0.1465 -0.2626
C 0.2148 -0.9251 0.8019
C -0.0905 -0.7850 -1.5323
H -1.2586 2.0100 -1.4859
H -2.6406 1.0762 -2.1561
H -2.7140 2.1458 -0.9421
H -2.5704 -0.4471 -0.0661
H -1.7382 0.9362 0.7688
H -0.2733 -1.8479 1.1299
H 0.1857 -0.3557 1.7469
H 1.2495 -1.1471 0.5513
H -0.6338 -1.7213 -1.7337
H -0.3314 -0.1511 -2.3874
H 0.9709 -1.0506 -1.5959
H 1.8403 -4.3296 -0.5780
H 1.9377 -3.5033 0.6158
O 1.2887 -3.7458 -0.0413
H 1.1872 2.8472 2.2805
H 0.1353 2.1200 1.5744
O 0.4382 2.2695 2.4775
H 1.3596 0.9889 -0.5924
H 2.3201 1.9561 0.3544
O 1.6596 1.8718 -0.3416



Record 8
26
Properties=species:S:1:pos:R:3 method="wB97M-V/def2-TZVPD" orbital_gap_ev=10.0 smiles=COC[C@H](C)N.O.O.O e_homo_ev=-9.758 molar_mass_g_mol=143.183 de_lowest_kcal_mol=56.6
O 8.1640 -18.8848 18.6404
H 8.3681 -17.9519 18.7055
H 7.2838 -18.9642 19.0082
O 5.5952 -18.0172 19.0008
H 6.2517 -17.3278 19.1014
H 4.8150 -17.5613 18.6852
O 4.4232 -16.3433 18.0773
H 4.5906 -16.0391 18.9692
H 3.4717 -16.2990 17.9832
C 3.2903 -17.7407 20.5052
C 2.9843 -18.0721 21.9998
C 4.1298 -17.4562 22.8403
O 5.3612 -18.0200 22.5876
C 6.4542 -17.6058 23.2929
N 1.6430 -17.4208 22.3999
H 3.2642 -16.6570 20.3909
H 2.5493 -18.1086 19.7955
H 4.2421 -18.0958 20.1103
H 2.8941 -19.1580 21.9735
H 3.8047 -17.3776 23.8777
H 4.3211 -16.4309 22.5234
H 6.6513 -16.5390 23.1873
H 7.3312 -18.1710 22.9776
H 6.2479 -17.7710 24.3504
H 1.4512 -17.5236 23.3862
H 1.7259 -16.4225 22.2711



Record 9
27
Properties=species:S:1:pos:R:3 method="wB97M-V/def2-TZVPD" orbital_gap_ev=9.2 charge=+1 e_homo_ev=-12.261 molar_mass_g_mol=228.651 de_lowest_kcal_mol=0.0
Rb -0.1690 -1.8522 -1.2648
C -0.3003 2.9679 0.9174
C -0.6044 1.5060 0.6206
C 0.0597 0.6190 1.6447
O -0.1870 -0.7331 1.3580
C 0.5619 -1.6276 2.1582
N -2.0307 1.2068 0.5678
H 0.7594 3.1928 1.0482
H -0.8156 3.3050 1.8232
H -0.6957 3.6090 0.1252
H -0.1803 1.2673 -0.3628
H -0.3857 0.8928 2.6241
H 1.1211 0.8542 1.7971
H 1.6380 -1.4352 2.1617
H 0.3369 -2.6219 1.7729
H 0.2297 -1.6206 3.2031
H -2.5655 2.0457 0.3703
H -2.3623 0.8946 1.4752
O 1.1091 0.4793 -2.3516
H 0.8322 1.4001 -2.3895
H 2.0597 0.5113 -2.4987
O 2.4504 -3.0609 -0.9616
H 2.8975 -2.6413 -1.7037
H 2.5250 -4.0037 -1.1434
O -1.9534 -1.8586 -3.3245
H -2.3391 -0.9922 -3.4907
H -1.9915 -2.3044 -4.1764



Record 10
29
Properties=species:S:1:pos:R:3 method="wB97M-V/def2-TZVPD" orbital_gap_ev=5.9 e_homo_ev=-6.666 molar_mass_g_mol=362.772 de_lowest_kcal_mol=49.6
Hg -0.3504 -0.7869 0.9272
C 2.2175 0.2085 -2.3469
C 2.6424 -0.4266 -1.0000
O 1.6789 -1.1477 -0.3827
H 1.9528 -0.5227 -3.1107
H 2.8130 0.9857 -2.8259
H 1.2868 0.7285 -2.1200
H 3.1330 0.2984 -0.3506
H 3.5318 -0.9843 -1.2933
C -0.9861 2.3521 -1.9019
C -1.8534 1.3914 -1.0938
O -1.4155 0.0701 -1.1329
H -0.8214 2.0537 -2.9373
H 0.0562 2.4879 -1.6134
H -1.5520 3.2831 -1.9344
H -2.8936 1.5589 -1.3734
H -1.7714 1.8077 -0.0898
O -2.6246 -1.0084 1.8336
H -3.3471 -1.5101 1.4561
H -3.0004 -0.5934 2.6100
O -0.8304 -3.2146 1.0611
H -1.2180 -3.8111 0.4206
H -0.7646 -3.7333 1.8629
O 0.6036 -1.3699 2.9999
H 1.4159 -1.7494 2.6646
H 0.7913 -1.1739 3.9179
O 0.3992 1.2408 1.7740
H 0.4623 2.0619 1.2862
H 0.4442 1.5036 2.6933



Record 11
27
Properties=species:S:1:pos:R:3 method="wB97M-V/def2-TZVPD" orbital_gap_ev="10.6 / 4.6" charge=+1 spin_multiplicity=2 s_squared=0.756 e_homo_ev="-13.839 / -13.223" molar_mass_g_mol=142.199 de_lowest_kcal_mol=0.0
C -0.9036 -1.6154 0.2244
C -1.0691 -0.1252 -0.0253
C -0.8596 0.7056 1.2830
C -0.0187 1.9642 1.0955
N 1.3857 1.5765 0.9485
N -2.2046 0.3184 -0.7440
H 0.0665 -1.9420 -0.1035
H -1.0269 -2.0667 1.2047
H -1.7262 -2.1412 -0.2874
H -0.1852 0.1377 -0.6444
H -0.3676 0.1227 2.0648
H -1.8603 0.9462 1.6283
H -0.5132 2.5368 0.3017
H 0.0065 2.5089 2.0376
H 1.9863 2.3113 0.6207
H 1.4954 0.6232 0.6385
H -2.3260 1.2737 -1.0836
H -2.4509 -0.3289 -1.4919
H 0.6168 1.1141 -3.2750
H -0.0082 1.0143 -1.8909
O -0.1799 0.8176 -2.8174
H 0.9790 -2.2708 2.0551
H 1.4810 -2.4140 0.6858
O 1.6946 -2.7034 1.5752
H 1.5539 -1.4313 -1.7422
H 2.3566 -0.0119 -1.1286
O 2.0777 -0.9203 -1.1296



Record 12
29
Properties=species:S:1:pos:R:3 method="wB97M-V/def2-TZVPD" orbital_gap_ev=7.5 charge=-1 e_homo_ev=-3.850 molar_mass_g_mol=172.205 de_lowest_kcal_mol=27.7
C 2.1264 -0.4486 -0.2716
N 1.9309 -1.5512 -1.1065
C 0.8880 -2.6530 -0.6105
O -0.3138 -2.1629 -0.3643
C 1.0769 0.5710 -0.5637
N 0.9637 1.5469 0.5501
C 0.4010 1.0452 1.8273
N 1.4023 0.9637 2.8440
H -1.7252 -1.6018 -0.2224
H 1.7364 -0.9460 0.8367
H 1.5864 -1.4176 -2.0754
H 1.3598 -3.1764 0.2653
H 1.0090 -3.3509 -1.4363
H -0.0389 0.0101 -0.6801
H 1.4368 1.2680 -1.3582
H 1.6734 2.2003 0.6864
H -0.0329 0.0731 1.6031
H -0.2841 1.8962 2.1583
H 1.1359 1.2554 3.7872
H 1.9908 0.1013 2.8384
H 3.1662 -0.0516 -0.2789
H -2.7846 -2.6991 -0.3360
O -2.6471 -1.7718 -0.4363
H -2.8818 0.2314 -1.1337
H -3.6204 0.7729 0.2140
O -3.5184 0.8690 -0.7212
H -1.3290 3.0763 -1.8565
H -0.5650 2.6561 -0.4817
O -0.8788 3.3031 -1.0821